Entry from the Open Molecules 2025 dataset: the molecule Cl3H3Si3 at a distorted geometry (wB97M-V/def2-TZVPD).

Each line ends with the natural charge from an NBO analysis.
Atoms and positions in Å:
Si -2.413 -0.119 -0.041  0.68
Si -0.167 0.063 0.588  0.30
Si 2.076 -0.621 0.296  0.69
Cl -3.034 -2.068 0.151  -0.39
Cl 0.148 2.110 0.145  -0.41
Cl 2.178 -2.643 -0.043  -0.40
H -2.835 0.171 -1.431  -0.17
H -0.229 0.102 2.067  -0.13
H 3.102 -0.174 -0.674  -0.16

Computed properties:
Max |F| ... 1.24 eV/A
Orbital gap (alpha / beta) ... 6.050 / 6.688 eV
LUMO (alpha / beta) ... -2.060 / -1.743 eV
HOMO energy (alpha / beta) ... -8.110 / -8.432 eV
ΔE to the lowest compared entry with this formula, charge and spin ... 115.1 kJ/mol
Net charge ... 0

=====

Entry from the Open Molecules 2025 dataset: a structure of composition C7H9F3GaN2O3 at a distorted geometry (wB97M-V/def2-TZVPD).

Each line ends with the Mulliken charge.
Atoms and positions in Å:
C 3.114 -2.701 -0.900  -0.44
C 2.275 -2.999 -2.010  -0.49
Ga 0.563 -2.022 -2.557  0.25
O 0.591 -1.749 -4.418  -0.62
O 0.301 -0.324 -1.738  -0.26
N 0.453 -0.366 -0.415  0.27
O -0.090 0.573 0.101  -0.50
C -1.043 -3.245 -2.138  0.55
F -1.280 -4.102 -3.233  -0.27
F -2.213 -2.544 -1.865  -0.24
F -0.708 -4.124 -1.092  -0.26
H 3.876 -1.873 -0.886  0.23
H 3.077 -3.340 0.039  0.19
H 2.606 -3.864 -2.672  0.31
H 1.252 -1.092 -4.671  0.24
N -1.326 2.763 1.888  0.06
C -1.979 2.463 3.051  -0.49
C -1.669 3.432 3.974  -0.38
C -0.800 4.354 3.340  -0.39
C -0.610 3.915 2.052  -0.47
H -1.366 2.218 1.041  0.25
H -2.604 1.588 3.123  0.36
H -2.028 3.473 4.991  0.37
H -0.363 5.239 3.775  0.37
H -0.026 4.322 1.242  0.36

Computed properties:
Max |F| ... 2.71 eV/A
Orbital gap ... 6.909 eV
LUMO ... 3.102 eV
HOMO energy ... -3.807 eV
Net charge ... -1

=====

Entry from the Open Molecules 2025 dataset: a cluster of 2 separate species, C3H11NO2 in total at a distorted geometry (wB97M-V/def2-TZVPD).

Each line ends with the Löwdin spin population.
Atoms and positions in Å:
C 0.180 -0.838 0.233  0.14
C -1.086 -0.764 -0.543  0.06
C -2.268 -0.352 0.334  0.06
O -3.418 0.085 -0.495  0.01
N 1.348 -1.141 -0.653  0.04
H 0.147 -1.536 1.082  0.02
H 0.599 0.052 0.685  0.05
H -1.338 -1.691 -1.080  0.01
H -1.145 -0.047 -1.338  0.01
H -2.056 0.562 0.866  0.01
H -2.670 -1.163 0.913  0.01
H -3.321 -0.350 -1.297  0.00
H 1.273 -2.074 -1.050  0.02
H 2.137 -1.370 -0.047  0.03
H 4.057 4.135 1.327  0.08
H 3.541 3.260 0.107  0.11
O 4.019 3.230 0.959  0.34

Computed properties:
Multiplicity ... 2
Max |F| ... 2.69 eV/A
<S²> ... 0.750
Orbital gap (alpha / beta) ... 2.088 / 9.908 eV
LUMO (alpha / beta) ... 3.409 / 3.438 eV
HOMO energy (alpha / beta) ... 1.321 / -6.470 eV
ΔE to the lowest compared entry with this formula, charge and spin ... 143.5 kJ/mol
Net charge ... -1

=====

Entry from the Open Molecules 2025 dataset: a structure of composition C33H45FN9OPtS3Si (wB97M-V/def2-TZVPD).

Each line ends with the Löwdin spin population.
Atoms and positions in Å:
Pt -0.299 0.323 0.668  1.33
C 0.986 2.295 4.158  0.01
Si -0.326 0.966 3.895  0.05
C -0.838 0.102 5.482  0.01
C -1.846 1.694 3.028  0.03
N 0.300 -0.280 2.768  0.51
C 0.982 -1.349 3.201  0.09
C 1.777 -1.286 4.391  0.11
C 2.447 -2.375 4.878  0.01
C 2.349 -3.616 4.239  0.18
C 1.584 -3.743 3.083  -0.01
C 0.947 -2.641 2.582  0.13
F 0.147 -2.821 1.530  0.04
H 0.674 2.936 4.985  0.00
H 1.107 2.933 3.280  0.00
H 1.956 1.867 4.416  0.00
H -1.813 0.464 5.815  0.00
H -0.130 0.302 6.288  0.00
H -0.906 -0.979 5.353  0.00
H -2.109 2.646 3.498  0.00
H -2.709 1.035 3.136  0.00
H -1.699 1.902 1.962  0.01
H 1.857 -0.332 4.897  0.00
H 3.053 -2.271 5.767  0.00
H 2.846 -4.481 4.656  0.01
H 1.467 -4.696 2.584  0.00
C 2.990 1.828 1.495  0.01
C 2.020 2.651 0.740  0.07
N 0.857 2.259 0.302  0.05
C 0.203 3.257 -0.393  0.08
C 0.916 4.446 -0.469  0.20
S 2.396 4.306 0.325  0.08
C -1.062 3.024 -0.995  0.12
C -1.756 3.941 -1.793  0.23
S -3.196 3.278 -2.332  0.10
C -2.836 1.796 -1.470  0.11
N -1.697 1.816 -0.834  0.04
C -3.806 0.681 -1.525  0.02
H 2.519 0.922 1.864  0.00
H 3.404 2.397 2.331  0.00
H 3.829 1.554 0.850  0.01
H 0.621 5.364 -0.955  0.01
H -1.460 4.944 -2.063  0.01
H -4.726 0.994 -2.017  0.00
H -4.035 0.344 -0.515  0.01
H -3.382 -0.152 -2.089  0.01
C 3.952 -1.985 -6.208  0.00
C 3.316 -2.193 -4.838  0.00
C 3.223 -0.875 -4.074  0.00
N 2.750 -1.070 -2.700  0.01
C 1.709 -0.605 -2.045  0.03
S 1.713 -0.898 -0.332  0.21
N 0.707 0.137 -2.569  0.01
C 0.092 0.374 -3.834  0.00
O -0.480 1.434 -3.945  0.00
C 0.011 -0.739 -4.796  0.00
C 0.165 -0.503 -6.162  0.00
C -0.012 -1.538 -7.064  0.00
C -0.381 -2.801 -6.615  0.00
C -0.571 -3.026 -5.258  0.00
C -0.367 -2.003 -4.344  0.00
H 3.961 -2.916 -6.772  0.00
H 4.986 -1.652 -6.112  0.00
H 3.407 -1.235 -6.782  0.00
H 3.920 -2.899 -4.261  0.00
H 2.318 -2.621 -4.934  0.00
H 2.593 -0.162 -4.592  0.00
H 4.225 -0.444 -4.002  0.00
H 3.368 -1.640 -2.140  0.01
H 0.208 0.640 -1.855  0.00
H 0.433 0.486 -6.513  0.00
H 0.119 -1.349 -8.121  0.00
H -0.531 -3.607 -7.320  0.00
H -0.883 -4.001 -4.909  0.00
H -0.550 -2.176 -3.289  0.00
C -5.267 -3.735 -1.478  0.00
C -5.034 -4.185 -0.038  0.00
C -5.725 -3.255 0.957  0.00
C -3.532 -4.341 0.274  0.00
N -2.791 -3.094 0.113  0.00
C -2.611 -2.100 0.984  0.01
N -1.920 -1.153 0.378  0.06
N -1.674 -1.611 -0.874  0.01
N -2.193 -2.764 -1.034  0.00
H -6.334 -3.633 -1.669  0.00
H -4.860 -4.454 -2.190  0.00
H -4.806 -2.763 -1.676  0.00
H -5.450 -5.187 0.084  0.00
H -5.358 -2.227 0.873  0.00
H -5.592 -3.594 1.986  0.00
H -6.794 -3.234 0.751  0.00
H -3.083 -5.060 -0.408  0.00
H -3.397 -4.679 1.300  0.00
H -2.970 -2.082 1.999  0.00

Computed properties:
Multiplicity ... 5
Max |F| ... 0.85 eV/A
<S²> ... 6.066
Orbital gap (alpha / beta) ... 6.954 / 4.126 eV
LUMO (alpha / beta) ... -8.735 / -11.769 eV
HOMO energy (alpha / beta) ... -15.688 / -15.895 eV
Net charge ... +3

=====

Entry from the Open Molecules 2025 dataset: the ion C15H20Br2ClN2O4 with charge +1 at a distorted geometry (wB97M-V/def2-TZVPD).

Each line ends with the natural charge from an NBO analysis.
Atoms and positions in Å:
C 3.267 -1.284 -0.393  -0.64
C 3.221 0.325 -0.139  -0.23
C 2.117 0.991 -1.097  -0.64
C 3.128 0.740 1.412  -0.24
C 3.692 -0.387 2.436  -0.63
C 1.685 1.217 1.911  -0.09
O 0.699 0.121 2.024  -0.50
C -0.571 0.536 1.574  0.38
C -1.276 -0.212 0.443  0.20
C -0.483 -1.507 -0.142  -0.47
C -0.724 -1.618 -1.749  -0.09
O -1.972 -2.371 -1.917  -0.56
C -2.144 -2.752 -3.293  0.62
O -2.005 -1.937 -4.230  -0.53
N -2.501 0.025 -0.187  -0.13
N -3.097 1.065 0.383  -0.15
C -4.447 1.390 -0.243  -0.33
C -4.693 0.478 -1.566  0.46
O -4.325 0.956 -2.675  -0.47
Br -5.481 -1.329 -1.525  0.08
C -2.698 1.885 1.440  0.15
Br -3.910 3.330 2.066  0.20
C -1.355 1.739 2.161  -0.07
Cl -0.754 2.760 3.519  0.14
H 2.713 -1.442 -1.401  0.21
H 4.335 -1.665 -0.579  0.24
H 2.687 -1.887 0.384  0.21
H 4.247 0.710 -0.515  0.23
H 1.241 0.282 -1.361  0.20
H 1.719 2.005 -0.753  0.21
H 2.644 1.188 -2.111  0.24
H 3.833 1.650 1.548  0.24
H 4.020 0.183 3.382  0.23
H 4.590 -0.943 1.987  0.24
H 2.852 -1.131 2.719  0.22
H 1.828 1.607 2.994  0.21
H 1.247 2.107 1.330  0.20
H 0.633 -1.478 0.084  0.27
H -0.982 -2.423 0.321  0.27
H 0.113 -2.181 -2.284  0.22
H -0.850 -0.595 -2.249  0.22
H -2.462 -3.828 -3.558  0.17
H -5.314 1.200 0.476  0.27
H -4.467 2.479 -0.627  0.28

Computed properties:
Max |F| ... 5.99 eV/A
Orbital gap ... 8.089 eV
SMILES ... CC(C)[C@H](C)COc1c(CCOC=O)n[n+](CC(=O)Br)c(Br)c1Cl
LUMO ... -5.087 eV
HOMO energy ... -13.176 eV
Net charge ... +1

=====

Entry from the Open Molecules 2025 dataset: the molecule C15H18N4O4S2 at a distorted geometry (wB97M-V/def2-TZVPD).

Each line ends with the natural charge from an NBO analysis.
Atoms and positions in Å:
C 4.931 -0.252 1.318  -0.64
C 4.141 -0.767 0.152  -0.10
C 3.741 -2.100 0.144  -0.18
C 3.057 -2.659 -0.919  -0.22
C 2.770 -1.884 -2.029  -0.20
C 3.136 -0.553 -2.038  -0.28
C 3.801 0.015 -0.954  0.34
O 4.105 1.366 -1.103  -0.53
C 3.780 2.243 -0.048  -0.16
C 2.410 1.957 0.546  0.67
O 2.159 1.983 1.728  -0.57
N 1.465 1.646 -0.393  -0.62
C 0.212 1.237 -0.044  0.21
N -0.684 0.872 -0.906  -0.30
N -1.819 0.498 -0.330  -0.26
C -1.803 0.579 0.954  -0.32
S -3.144 0.129 2.073  2.33
O -2.704 -1.058 2.736  -0.92
O -3.417 1.302 2.843  -0.93
N -4.462 -0.233 1.174  -0.66
C -5.083 0.857 0.438  -0.23
C -4.931 0.474 -1.032  -0.43
C -5.071 -1.047 -0.977  -0.41
C -4.363 -1.418 0.329  -0.22
S -0.308 1.150 1.626  0.49
H 4.301 0.328 1.994  0.23
H 5.758 0.369 0.981  0.22
H 5.339 -1.088 1.882  0.23
H 3.986 -2.714 0.999  0.21
H 2.763 -3.696 -0.885  0.22
H 2.254 -2.307 -2.877  0.22
H 2.922 0.071 -2.893  0.22
H 4.519 2.237 0.759  0.21
H 3.771 3.244 -0.496  0.22
H 1.708 1.612 -1.376  0.44
H -4.600 1.795 0.709  0.23
H -6.139 0.910 0.724  0.20
H -5.681 0.945 -1.663  0.21
H -3.935 0.741 -1.385  0.24
H -4.621 -1.541 -1.835  0.22
H -6.124 -1.323 -0.921  0.20
H -4.829 -2.263 0.839  0.21
H -3.310 -1.655 0.158  0.21

Computed properties:
Max |F| ... 1.57 eV/A
Orbital gap ... 9.588 eV
SMILES ... Cc1ccccc1OCC(=O)Nc1nnc(S(=O)(=O)N2CCCC2)s1
LUMO ... 0.357 eV
HOMO energy ... -9.231 eV
ΔE to the lowest compared entry with this formula, charge and spin ... 215.3 kJ/mol
Net charge ... 0